A cluster of 3 separate species, C32H37NO14 in total. Source: OMol25; level of theory: wB97M-V/def2-TZVPD.

Results
Largest force on an atom, hartree/bohr: 0.180
HOMO-LUMO gap, eV: 6.34
HOMO, eV: -8.39
Electronic energy, hartree: -2348.71545
SMILES: C=Cc1c(N=C(C)C)c(COCCOCC)c(CC(=O)OC(C)=O)c2c1C(=O)C(CC=O)=CC2=O.O=C1OCCO1.O=C1OCCO1

Each line ends with the Löwdin charge.
Positions of all 84 atoms, in Å:
C  0.780  -4.466  5.780  -0.01
C  0.061  -3.196  5.386  -0.15
C  0.126  -2.580  3.867  -0.05
C  -1.111  -2.869  2.822  -0.08
N  -2.267  -3.718  3.302  0.06
C  -3.246  -2.974  3.913  -0.26
C  -4.823  -3.344  3.499  -0.07
C  -3.030  -1.800  5.037  -0.07
C  -0.986  -2.210  1.295  0.03
C  -2.243  -2.464  0.242  -0.15
O  -3.503  -1.959  0.864  -0.22
C  -3.793  -0.578  0.391  -0.13
C  -4.515  0.356  1.570  -0.15
O  -5.714  1.069  1.081  -0.21
C  -6.605  1.467  2.186  -0.25
C  -8.186  0.979  1.948  -0.11
C  0.362  -1.325  0.851  -0.02
C  0.552  -0.661  -0.652  -0.06
C  0.494  0.980  -0.673  -0.21
O  0.379  1.555  -1.902  -0.03
O  0.589  1.873  0.497  0.01
C  1.559  2.938  0.180  -0.25
C  3.054  2.714  -0.480  -0.01
O  1.220  4.220  0.450  -0.01
C  1.604  -1.087  1.916  0.02
C  1.460  -1.712  3.461  0.04
C  2.727  -1.391  4.504  -0.16
O  3.127  -2.214  5.477  -0.03
C  3.484  0.074  4.222  -0.07
C  4.037  0.847  5.576  -0.11
C  4.641  2.347  5.292  -0.13
O  3.790  3.281  4.832  -0.08
C  3.609  0.653  2.824  0.07
C  3.000  -0.265  1.566  -0.20
O  3.661  -0.321  0.407  -0.05
H  1.699  -4.316  6.524  0.08
H  0.483  -5.540  5.361  0.08
H  -0.544  -2.597  6.196  0.09
H  -4.796  -4.204  2.677  0.10
H  -5.412  -2.410  3.096  0.07
H  -5.375  -3.702  4.493  0.09
H  -2.185  -1.030  4.789  0.09
H  -4.062  -1.207  5.101  0.09
H  -2.905  -2.314  6.100  0.10
H  -2.274  -3.609  -0.012  0.14
H  -2.134  -1.890  -0.773  0.11
H  -4.556  -0.598  -0.503  0.14
H  -2.812  0.005  0.071  0.13
H  -4.896  -0.408  2.390  0.10
H  -3.735  1.064  2.107  0.14
H  -6.663  2.649  2.322  0.13
H  -6.293  1.038  3.239  0.12
H  -8.615  1.550  1.009  0.08
H  -8.877  1.264  2.858  0.08
H  -8.279  -0.190  1.817  0.08
H  1.619  -0.991  -1.074  0.14
H  -0.226  -1.080  -1.449  0.13
H  3.755  2.296  0.391  0.08
H  3.046  1.929  -1.363  0.09
H  3.563  3.739  -0.808  0.12
H  3.076  0.992  6.270  0.15
H  4.770  0.164  6.208  0.13
H  5.754  2.632  5.521  0.13
H  4.124  1.708  2.620  0.13
C  2.199  1.000  -4.609  -0.14
C  1.901  0.101  -5.766  -0.13
O  2.939  0.396  -6.682  0.04
C  3.979  0.900  -5.955  -0.52
O  5.096  1.103  -6.401  0.13
O  3.605  1.148  -4.666  0.06
H  1.893  0.564  -3.654  0.11
H  1.735  1.986  -4.716  0.14
H  1.958  -0.959  -5.497  0.14
H  0.923  0.304  -6.209  0.14
C  3.055  2.003  -9.396  -0.15
C  4.101  2.816  -10.088  -0.14
O  3.720  2.748  -11.448  0.06
C  2.382  2.478  -11.473  -0.52
O  1.689  2.517  -12.476  0.13
O  1.920  2.158  -10.228  0.06
H  2.846  2.365  -8.386  0.13
H  3.315  0.941  -9.348  0.14
H  4.094  3.864  -9.770  0.14
H  5.106  2.409  -9.945  0.14

---

A structure of composition C32H38BrN7O7PSSc. Source: OMol25; level of theory: wB97M-V/def2-TZVPD.

Results
Largest force on an atom, hartree/bohr: 0.011
HOMO-LUMO gap, eV: 7.32
Net charge: -2
HOMO, eV: -2.92
Electronic energy, hartree: -6226.82637
Energy relative to the best compared isomer or geometry (same formula, charge and spin), kJ/mol: 86.7

Each line ends with the Löwdin charge.
Positions of all 88 atoms, in Å:
Sc  1.148  0.649  -0.362  0.62
O  5.201  0.149  0.369  0.04
C  4.132  0.373  0.917  -0.58
O  3.049  0.734  0.345  -0.18
C  4.085  0.259  2.449  -0.10
C  5.310  0.462  3.092  -0.03
C  5.439  0.354  4.462  -0.09
C  4.337  -0.010  5.227  -0.10
C  3.127  -0.233  4.601  -0.11
C  2.967  -0.074  3.219  -0.26
P  1.319  -0.473  2.493  1.14
C  1.259  -2.235  3.017  -0.33
C  1.995  -3.125  2.234  -0.08
C  2.038  -4.471  2.552  -0.08
C  1.342  -4.957  3.652  -0.11
C  0.606  -4.080  4.432  -0.10
C  0.568  -2.727  4.118  -0.09
C  0.123  0.321  3.613  -0.37
C  0.378  1.442  4.395  -0.10
C  -0.658  2.093  5.053  -0.09
C  -1.959  1.637  4.934  -0.10
C  -2.229  0.533  4.132  -0.09
C  -1.199  -0.110  3.467  -0.12
H  6.159  0.695  2.465  0.11
H  6.400  0.531  4.932  0.09
H  4.422  -0.132  6.301  0.09
H  2.274  -0.548  5.191  0.10
H  2.498  -2.764  1.346  0.10
H  2.602  -5.147  1.921  0.10
H  1.367  -6.014  3.890  0.09
H  0.053  -4.442  5.292  0.09
H  -0.008  -2.058  4.744  0.09
H  1.383  1.836  4.467  0.11
H  -0.440  2.982  5.633  0.10
H  -2.769  2.154  5.434  0.09
H  -3.248  0.193  3.991  0.10
H  -1.419  -0.935  2.797  0.10
O  -0.111  -2.955  -1.691  -0.33
S  0.098  -1.855  -0.774  0.27
O  -0.735  -1.916  0.428  -0.37
O  1.545  -1.647  -0.403  -0.44
O  -0.157  -0.497  -1.454  -0.48
O  0.085  4.083  2.325  0.01
C  0.262  3.116  1.643  -0.53
N  0.413  2.154  0.967  0.02
C  -2.703  1.327  0.602  -0.17
N  -4.136  1.681  0.560  -0.08
C  -4.769  0.850  -0.467  -0.20
N  -4.167  1.019  -1.791  -0.09
C  -2.731  0.675  -1.673  -0.17
N  -2.066  1.519  -0.691  -0.10
C  -2.198  2.911  -1.087  -0.18
N  -3.616  3.319  -1.178  -0.09
C  -4.232  3.077  0.129  -0.19
C  -4.264  2.433  -2.148  -0.20
H  -2.600  0.278  0.888  0.12
H  -2.200  1.946  1.347  0.11
H  -5.832  1.114  -0.527  0.11
H  -4.679  -0.198  -0.174  0.12
H  -2.240  0.801  -2.640  0.13
H  -2.634  -0.368  -1.374  0.12
H  -1.716  3.053  -2.056  0.10
H  -1.688  3.540  -0.353  0.12
H  -5.290  3.359  0.077  0.11
H  -3.735  3.708  0.871  0.12
H  -3.795  2.583  -3.124  0.12
H  -5.324  2.706  -2.221  0.11
Br  1.441  2.395  -2.273  0.00
C  0.024  0.605  -5.731  -0.17
C  0.465  -0.131  -7.027  -0.18
N  0.974  -1.467  -6.702  -0.18
C  2.106  -1.321  -5.776  -0.16
C  1.661  -0.582  -4.485  -0.17
N  0.244  -0.254  -4.581  -0.16
C  -0.533  -1.476  -4.727  -0.16
C  -0.087  -2.219  -6.017  -0.16
H  -1.037  0.870  -5.765  0.11
H  0.590  1.528  -5.583  0.10
H  1.259  0.416  -7.544  0.10
H  -0.367  -0.246  -7.729  0.10
H  2.900  -0.777  -6.296  0.10
H  2.486  -2.322  -5.551  0.11
H  2.213  0.348  -4.333  0.07
H  1.821  -1.196  -3.596  0.12
H  -1.592  -1.203  -4.773  0.11
H  -0.389  -2.085  -3.834  0.09
H  -0.915  -2.350  -6.722  0.10
H  0.304  -3.213  -5.783  0.11

---

A structure of composition C32H39AsBrN3O7PtSe. Source: OMol25; level of theory: wB97M-V/def2-TZVPD.

Results
Largest force on an atom, hartree/bohr: 0.004
HOMO-LUMO gap, eV: 7.58
HOMO, eV: -8.05
Electronic energy, hartree: -9264.25399
Energy relative to the best compared isomer or geometry (same formula, charge and spin), kJ/mol: 38.1

Each line ends with the Löwdin charge.
Positions of all 85 atoms, in Å:
Pt  0.341  0.744  -1.019  0.88
O  3.969  2.771  -1.275  0.07
C  3.211  1.817  -1.283  -0.58
O  2.000  1.886  -0.828  -0.29
C  3.713  0.516  -1.872  -0.12
C  4.635  0.586  -2.911  -0.01
C  5.133  -0.568  -3.500  -0.05
C  4.736  -1.812  -3.039  0.00
C  3.839  -1.861  -1.985  -0.14
C  3.318  -0.724  -1.391  0.03
N  3.408  -3.180  -1.491  -0.34
O  3.899  -4.167  -1.997  0.09
O  2.575  -3.210  -0.602  0.05
H  4.948  1.564  -3.251  0.12
H  5.831  -0.499  -4.323  0.11
H  5.104  -2.729  -3.475  0.12
H  2.613  -0.808  -0.577  0.08
C  2.423  -5.005  2.665  -0.10
C  2.436  -3.570  3.182  -0.25
C  1.063  -2.901  3.171  -0.18
C  0.514  -2.763  1.760  -0.16
N  -0.761  -2.052  1.730  0.01
C  -0.918  -0.733  1.552  -0.59
Se  0.502  0.499  1.374  0.82
N  -2.227  -0.445  1.552  0.00
C  -2.829  0.850  1.246  -0.15
C  -3.532  1.497  2.432  -0.18
C  -2.615  1.996  3.550  -0.24
C  -2.047  0.903  4.453  -0.10
C  -2.944  -1.622  1.696  -0.13
C  -4.309  -1.880  1.695  0.01
C  -4.693  -3.197  1.852  -0.07
C  -3.751  -4.225  2.003  -0.07
C  -2.394  -3.970  1.991  0.01
C  -2.011  -2.645  1.827  -0.13
H  3.405  -5.466  2.777  0.07
H  2.166  -5.053  1.607  0.06
H  1.706  -5.614  3.222  0.07
H  3.127  -2.970  2.582  0.11
H  2.819  -3.552  4.204  0.11
H  1.135  -1.903  3.610  0.11
H  0.360  -3.474  3.786  0.12
H  0.348  -3.730  1.288  0.12
H  1.205  -2.210  1.128  0.07
H  -3.510  0.684  0.409  0.13
H  -2.021  1.482  0.880  0.07
H  -4.278  0.812  2.847  0.11
H  -4.091  2.344  2.025  0.11
H  -3.190  2.690  4.168  0.11
H  -1.797  2.577  3.112  0.10
H  -2.839  0.236  4.802  0.08
H  -1.570  1.340  5.330  0.07
H  -1.295  0.297  3.948  0.04
H  -5.037  -1.092  1.561  0.12
H  -5.746  -3.445  1.853  0.11
H  -4.098  -5.243  2.124  0.11
H  -1.667  -4.764  2.096  0.12
Br  2.641  1.380  -6.253  0.75
C  1.237  0.950  -5.057  -0.66
C  0.046  1.676  -5.121  -0.10
C  -0.974  1.377  -4.250  -0.03
C  -0.812  0.369  -3.294  -0.20
C  0.379  -0.369  -3.258  -0.09
C  1.410  -0.076  -4.162  -0.12
C  -1.916  0.064  -2.312  -0.59
O  -3.090  0.071  -2.601  0.09
O  -1.439  -0.181  -1.112  -0.22
H  -0.060  2.471  -5.845  0.11
H  -1.902  1.929  -4.269  0.13
H  0.452  -1.260  -2.640  0.12
H  2.318  -0.661  -4.166  0.09
C  -2.326  4.559  -0.263  -0.19
As  -0.583  4.324  -1.058  0.97
C  -0.197  5.968  -1.981  -0.21
C  0.679  4.224  0.384  -0.21
O  -0.579  3.038  -2.088  -0.51
H  -2.283  5.210  0.609  0.04
H  -2.689  3.572  0.022  0.01
H  -3.002  4.979  -1.006  0.04
H  -0.303  6.820  -1.309  0.04
H  -0.884  6.067  -2.819  0.04
H  0.824  5.918  -2.356  0.04
H  0.691  5.166  0.931  0.04
H  1.658  3.999  -0.039  0.03
H  0.395  3.406  1.045  -0.01